1.
Here is a molecular structure, C60H58O3PS5Sr from the OMol25 dataset. Energies are from wB97M-V/def2-TZVPD.

Element x y z (Å)
Sr1 -1.18 -0.22 -1.05
C1 -3.66 -5.61 5.67
C2 -3.23 -4.70 4.56
C3 -3.41 -3.32 4.66
C4 -3.03 -2.48 3.63
C5 -2.43 -3.02 2.50
C6 -2.23 -4.39 2.38
C7 -2.64 -5.22 3.41
S1 -1.90 -1.87 1.27
O1 -2.61 -2.13 -0.04
C8 -0.22 -2.42 1.01
C9 0.11 -3.18 -0.13
C10 1.42 -3.56 -0.28
C11 2.42 -3.16 0.63
C12 3.77 -3.52 0.45
C13 4.74 -3.08 1.30
C14 4.39 -2.24 2.39
C15 3.09 -1.89 2.61
C16 2.07 -2.34 1.74
C17 0.71 -1.98 1.93
C18 0.31 -1.18 3.13
C19 0.17 -1.90 4.36
C20 0.41 -3.29 4.44
C21 0.23 -3.98 5.61
C22 -0.21 -3.31 6.77
C23 -0.45 -1.96 6.73
C24 -0.27 -1.24 5.53
C25 -0.58 0.15 5.46
C26 -0.45 0.82 4.29
C27 0.01 0.16 3.12
S2 0.04 1.24 1.68
O2 0.69 0.47 0.57
C28 1.20 2.45 2.23
C29 2.56 2.18 2.19
C30 3.44 3.12 2.70
C31 2.99 4.32 3.25
C32 3.96 5.34 3.76
C33 1.62 4.57 3.26
C34 0.72 3.65 2.74
H1 -3.86 -5.06 6.59
H2 -2.89 -6.36 5.88
H3 -4.57 -6.15 5.40
H4 -3.86 -2.90 5.56
H5 -3.16 -1.41 3.71
H6 -1.76 -4.80 1.49
H7 -2.49 -6.29 3.33
H8 -0.64 -3.45 -0.85
H9 1.71 -4.17 -1.12
H10 4.03 -4.16 -0.39
H11 5.77 -3.36 1.15
H12 5.17 -1.89 3.05
H13 2.84 -1.25 3.45
H14 0.75 -3.83 3.56
H15 0.42 -5.04 5.65
H16 -0.34 -3.86 7.69
H17 -0.78 -1.43 7.62
H18 -0.92 0.66 6.36
H19 -0.68 1.88 4.25
H20 2.91 1.25 1.76
H21 4.51 2.92 2.66
H22 4.89 4.88 4.08
H23 3.54 5.90 4.59
H24 4.20 6.05 2.96
H25 1.25 5.51 3.66
H26 -0.34 3.86 2.73
C35 -1.59 -4.29 -7.67
C36 -2.60 -4.05 -6.74
C37 -2.36 -3.26 -5.63
C38 -1.10 -2.68 -5.44
C39 -0.09 -2.92 -6.37
C40 -0.34 -3.72 -7.48
P1 -0.89 -1.62 -3.97
C41 0.91 -1.29 -3.96
C42 1.75 -2.32 -3.52
C43 3.12 -2.14 -3.47
C44 3.68 -0.92 -3.85
C45 2.85 0.10 -4.29
C46 1.48 -0.08 -4.35
C47 -1.63 -0.01 -4.43
C48 -1.93 0.33 -5.75
C49 -2.54 1.54 -6.02
C50 -2.84 2.39 -4.96
C51 -2.52 2.03 -3.66
C52 -1.91 0.81 -3.32
H27 -1.78 -4.91 -8.53
H28 -3.58 -4.49 -6.89
H29 -3.14 -3.09 -4.91
H30 0.88 -2.48 -6.24
H31 0.45 -3.90 -8.20
H32 1.31 -3.27 -3.24
H33 3.76 -2.95 -3.14
H34 4.75 -0.78 -3.80
H35 3.28 1.05 -4.58
H36 0.84 0.72 -4.69
H37 -1.70 -0.36 -6.56
H38 -2.79 1.81 -7.04
H39 -3.34 3.34 -5.16
H40 -2.77 2.75 -2.88
C53 2.98 5.01 -1.65
C54 3.05 3.54 -2.03
S3 1.49 2.64 -1.88
C55 0.47 3.48 -3.12
C56 -0.36 4.68 -2.64
S4 -1.02 4.50 -0.96
C57 -0.49 6.03 -0.15
C58 0.95 6.51 -0.35
S5 2.27 5.31 0.00
H41 2.40 5.57 -2.38
H42 3.99 5.43 -1.67
H43 3.75 3.01 -1.38
H44 3.42 3.44 -3.05
H45 -0.19 2.71 -3.51
H46 1.11 3.79 -3.95
H47 -1.20 4.80 -3.33
H48 0.21 5.60 -2.67
H49 -0.67 5.84 0.91
H50 -1.16 6.84 -0.45
H51 1.10 7.36 0.32
H52 1.10 6.90 -1.35
C59 -4.98 2.41 0.46
C60 -3.87 1.88 -0.41
O3 -3.19 0.77 0.22
H53 -5.49 3.23 -0.04
H54 -4.59 2.76 1.42
H55 -5.73 1.63 0.66
H56 -3.11 2.64 -0.57
H57 -4.24 1.57 -1.39
H58 -3.83 0.05 0.32

As for the net charge: +1. The largest force on an atom comes out at 0.88 eV Å⁻¹. Its HOMO energy is -9.63 eV. The calculation puts the HOMO-LUMO gap at 7.34 eV.

2.
Here is 6 unconnected molecules or ions with the total composition C60H67F5NO3S at a distorted geometry from the OMol25 dataset. Energies are from wB97M-V/def2-TZVPD.

Element x y z (Å)
C1 -0.85 -1.11 5.48
C2 -0.22 0.21 4.70
C3 -1.39 1.06 3.93
C4 -0.91 2.51 3.33
C5 -0.76 2.56 1.69
C6 -2.17 2.41 0.87
C7 -2.18 3.03 -0.64
C8 -0.86 2.67 -1.55
C9 -1.27 1.78 -2.86
C10 -0.80 0.21 -2.81
C11 -0.71 -0.45 -1.32
C12 -2.06 -1.02 -0.57
C13 -1.86 -1.61 0.96
C14 -0.40 -1.69 1.75
C15 0.91 -1.12 0.95
C16 0.79 -0.50 -0.59
N1 1.95 0.06 -1.39
C17 2.89 -1.02 -1.90
C18 2.15 -2.37 -2.47
C19 2.47 -3.57 -1.40
C20 1.46 -4.87 -1.50
C21 -0.07 -4.52 -0.97
C22 -0.34 -4.96 0.60
O1 -1.79 -4.83 0.83
C23 -2.11 -4.75 2.27
C24 2.85 0.97 -0.52
C25 3.37 2.40 -1.14
C26 4.28 3.38 -0.19
C27 4.72 3.01 1.36
C28 5.60 4.12 2.18
O2 4.89 5.02 2.91
O3 7.07 4.26 2.16
C29 4.24 1.55 1.99
C30 3.32 0.60 1.02
S1 2.68 -1.07 1.68
H1 -2.03 -1.17 5.39
H2 -0.55 -1.05 6.62
H3 -0.44 -2.13 5.08
H4 0.29 0.86 5.56
H5 0.64 -0.20 4.01
H6 -1.94 0.38 3.13
H7 -2.22 1.30 4.75
H8 -1.71 3.33 3.67
H9 0.13 2.82 3.78
H10 -0.15 3.50 1.29
H11 -0.10 1.62 1.39
H12 -2.99 3.03 1.49
H13 -2.51 1.29 0.94
H14 -2.36 4.20 -0.69
H15 -3.11 2.55 -1.20
H16 0.04 2.21 -0.95
H17 -0.46 3.72 -1.97
H18 -2.42 1.85 -3.15
H19 -0.70 2.27 -3.79
H20 -1.63 -0.40 -3.42
H21 0.21 0.01 -3.38
H22 -3.08 -0.94 -1.15
H23 -2.80 -2.00 1.54
H24 -0.28 -2.12 2.86
H25 3.75 -1.30 -1.13
H26 3.46 -0.54 -2.83
H27 1.02 -2.24 -2.76
H28 2.72 -2.66 -3.48
H29 2.57 -3.20 -0.27
H30 3.55 -3.99 -1.67
H31 1.89 -5.68 -0.74
H32 1.47 -5.41 -2.56
H33 -0.80 -5.11 -1.69
H34 -0.21 -3.35 -1.10
H35 -0.07 -6.10 0.77
H36 0.34 -4.34 1.33
H37 -1.32 -4.09 2.85
H38 -3.14 -4.15 2.34
H39 -2.26 -5.81 2.74
H40 3.04 2.66 -2.24
H41 4.60 4.43 -0.66
H42 4.55 1.26 3.09
F1 6.42 -0.58 -4.79
C31 7.02 0.26 -3.94
C32 7.05 -0.04 -2.58
C33 7.68 0.84 -1.70
C34 8.26 2.01 -2.18
C35 8.23 2.31 -3.54
C36 7.61 1.43 -4.43
H43 6.58 -0.95 -2.23
H44 7.71 0.61 -0.64
H45 8.75 2.69 -1.49
H46 8.68 3.22 -3.92
H47 7.57 1.64 -5.49
F2 -1.22 -0.38 8.89
C37 -0.48 -1.27 9.57
C38 -1.11 -2.14 10.45
C39 -0.35 -3.07 11.16
C40 1.03 -3.10 10.99
C41 1.66 -2.22 10.11
C42 0.89 -1.30 9.39
H48 -2.19 -2.09 10.58
H49 -0.84 -3.76 11.85
H50 1.63 -3.82 11.55
H51 2.74 -2.25 9.98
H52 1.36 -0.61 8.69
F3 -4.17 5.44 -0.69
C43 -4.13 6.67 -1.21
C44 -3.65 6.86 -2.50
C45 -3.61 8.14 -3.05
C46 -4.06 9.23 -2.29
C47 -4.54 9.03 -1.00
C48 -4.58 7.75 -0.46
H53 -3.30 6.00 -3.07
H54 -3.24 8.29 -4.06
H55 -4.03 10.23 -2.72
H56 -4.88 9.88 -0.41
H57 -4.96 7.58 0.54
F4 1.51 -2.99 -5.26
C49 0.88 -2.39 -6.28
C50 0.74 -1.00 -6.27
C51 0.09 -0.37 -7.33
C52 -0.43 -1.14 -8.38
C53 -0.28 -2.53 -8.38
C54 0.38 -3.15 -7.32
H58 1.13 -0.43 -5.44
H59 -0.02 0.71 -7.34
H60 -0.94 -0.65 -9.21
H61 -0.68 -3.12 -9.20
H62 0.51 -4.23 -7.31
F5 -5.50 -0.85 -2.40
C55 -6.01 -2.04 -2.05
C56 -5.16 -3.03 -1.57
C57 -5.69 -4.27 -1.20
C58 -7.06 -4.50 -1.32
C59 -7.91 -3.50 -1.81
C60 -7.38 -2.26 -2.17
H63 -4.10 -2.83 -1.49
H64 -5.04 -5.05 -0.82
H65 -7.48 -5.46 -1.04
H66 -8.97 -3.68 -1.91
H67 -8.02 -1.46 -2.54

As for the net charge: -1. The largest force on an atom comes out at 8.00 eV Å⁻¹. Its HOMO energy is -4.60 eV. The calculation puts the HOMO-LUMO gap at 6.48 eV.

Question: Among the records above, which one has the highest net charge?
Answer: C60H58O3PS5Sr

Question: The highest net charge belongs to which entry?
Answer: C60H58O3PS5Sr

Question: Which value of largest force on an atom does entry 2 give?
Answer: 8.00 eV Å⁻¹